Formula: C3Br3ClO
Source: OMol25
Level of theory: ωB97M-V/def2-TZVPD

```
! RIJCOSX wB97M-V def2-TZVPD def2/J DEFGRID3
* xyz 0 1
C 0.466 0.986 -0.214
C 1.685 0.557 -0.161
C -1.718 -1.204 0.148
O -1.367 -2.242 0.514
Cl 3.040 1.446 0.274
Br -0.621 2.427 -0.118
Br 2.014 -1.325 -0.252
Br -3.498 -0.645 -0.191
*
```

ΔE to the lowest compared entry with this formula, charge and spin: 280.7 kJ/mol

Formula: H12O6
Source: OMol25
Level of theory: ωB97M-V/def2-TZVPD

```
! RIJCOSX wB97M-V def2-TZVPD def2/J DEFGRID3
* xyz 0 1
H -0.173 0.308 -0.774
H 1.315 0.192 -0.485
H -3.772 -2.893 1.191
H -4.128 -1.472 1.599
H 3.539 -2.103 -2.117
H 3.033 -1.751 -0.728
H 2.515 3.387 0.714
H 1.324 2.657 1.311
H -4.256 0.664 -0.412
H -4.990 1.517 -1.433
H 1.942 0.529 0.973
H 3.014 -0.548 0.954
O 0.692 0.515 -1.146
O -3.488 -1.977 1.085
O 3.705 -2.271 -1.182
O 1.860 2.710 0.512
O -4.257 0.898 -1.347
O 2.127 -0.364 1.284
*
```

ΔE to the lowest compared entry with this formula, charge and spin: 176.5 kJ/mol
SMILES string: O.O.O.O.O.O

Formula: C10H13F6HgNO4S2
Source: OMol25
Level of theory: ωB97M-V/def2-TZVPD

```
! RIJCOSX wB97M-V def2-TZVPD def2/J DEFGRID3
* xyz 0 1
C -1.869 -0.519 -2.916
C 1.565 -0.653 -3.278
C -0.574 0.409 -2.895
H -2.305 -0.479 -1.905
C 1.859 0.780 -3.355
H 2.504 -1.209 -3.449
H -0.414 0.324 -3.997
H 2.893 0.977 -3.662
C -0.397 1.860 -2.780
H -0.317 2.217 -1.749
H -1.201 2.414 -3.282
C -0.962 -1.816 -3.028
H -1.516 -2.616 -3.533
H -0.743 -2.154 -2.006
C 0.423 -1.594 -3.777
H 0.196 -1.348 -4.825
H 0.889 -2.588 -3.812
C 0.971 2.010 -3.573
H 0.738 2.142 -4.642
H 1.495 2.918 -3.249
Hg 1.761 0.171 -1.474
H -2.716 -0.523 -3.588
F 2.826 -2.549 2.371
C 1.799 -1.746 2.734
F 0.927 -2.457 3.475
F 2.285 -0.729 3.474
S 0.977 -1.067 1.214
O 2.064 -0.193 0.620
O 0.513 -2.123 0.344
N -0.123 -0.205 1.939
S -0.974 0.839 1.027
O -0.109 1.769 0.319
O -2.073 0.209 0.339
C -1.653 1.771 2.479
F -2.378 0.953 3.268
F -0.640 2.298 3.200
F -2.445 2.776 2.039
*
```

ΔE to the lowest compared entry with this formula, charge and spin: 287.0 kJ/mol

Formula: C24H24CrNO3
Source: OMol25
Level of theory: ωB97M-V/def2-TZVPD

```
! RIJCOSX wB97M-V def2-TZVPD def2/J DEFGRID3
* xyz 2 4
C -0.015 1.396 -2.135
N -1.318 1.491 -1.533
C -2.108 0.276 -1.583
C -3.525 0.367 -2.113
C -4.264 1.679 -1.825
C -3.355 2.885 -2.145
C -1.930 2.805 -1.594
H 0.495 2.374 -2.035
H 0.599 0.636 -1.655
H -0.156 1.085 -3.178
H -1.554 -0.418 -2.235
H -2.068 -0.208 -0.590
H -3.462 0.297 -3.204
H -4.095 -0.500 -1.769
H -5.140 1.744 -2.494
H -4.616 1.725 -0.785
H -3.256 2.906 -3.241
H -3.808 3.851 -1.839
H -1.853 3.279 -0.591
H -1.310 3.430 -2.255
O 1.042 -5.552 1.353
C 1.598 -4.681 0.819
Cr 2.316 -3.233 -0.169
C 0.582 -2.487 -0.024
O -0.513 -2.087 0.043
C 1.641 -4.083 -1.724
O 1.102 -4.618 -2.618
C 4.411 -3.788 -0.104
C 4.025 -3.298 1.158
C 3.374 -2.063 1.260
C 3.112 -1.252 0.122
C 2.169 -0.160 0.224
C 1.381 0.729 0.493
C 0.472 1.726 0.748
C -0.118 1.815 2.055
C -0.907 2.921 2.481
C -1.325 3.029 3.820
C -1.024 2.014 4.739
C -0.379 0.860 4.303
C 0.038 0.731 2.973
C 3.529 -1.765 -1.131
C 4.184 -2.997 -1.242
H 4.839 -4.782 -0.204
H 4.210 -3.892 2.058
H 2.998 -1.716 2.226
H 0.321 2.548 0.052
H -1.178 3.688 1.755
H -1.892 3.913 4.143
H -1.343 2.109 5.800
H -0.188 0.030 5.009
H 0.493 -0.200 2.639
H 3.273 -1.191 -2.031
H 4.498 -3.367 -2.224
*
```

ΔE to the lowest compared entry with this formula, charge and spin: 0.0 kJ/mol
expectation value of S²: 3.83

Formula: C4H12
Source: OMol25
Level of theory: ωB97M-V/def2-TZVPD

```
! RIJCOSX wB97M-V def2-TZVPD def2/J DEFGRID3
* xyz 0 1
C 2.062 -0.692 -4.222
H 2.239 -0.145 -3.295
H 2.838 -0.295 -4.865
H 2.372 -1.712 -4.001
H 1.031 -0.558 -4.558
C -0.946 -0.879 1.188
C -1.110 0.083 2.320
C -0.845 1.612 2.183
H 0.116 -1.064 1.008
H -1.464 -1.815 1.421
H -1.568 -0.348 0.406
H -2.128 0.267 2.777
H -0.488 -0.310 3.135
H -1.061 1.910 1.155
H 0.230 1.653 2.453
H -1.279 2.293 2.895
*
```

ΔE to the lowest compared entry with this formula, charge and spin: 95.2 kJ/mol
SMILES string: CCC.C

Formula: C2H6N2O
Source: OMol25
Level of theory: ωB97M-V/def2-TZVPD

```
! RIJCOSX wB97M-V def2-TZVPD def2/J DEFGRID3
* xyz 0 1
N 0.804 1.159 -0.754
C 0.781 -0.286 -0.543
C -0.474 -0.883 0.106
N -0.926 -0.285 1.298
O -1.252 -1.715 -0.391
H 1.139 1.495 0.136
H -0.038 1.547 -1.182
H 0.759 -0.562 -1.681
H 1.696 -0.684 -0.196
H -0.579 0.641 1.641
H -1.909 -0.427 1.567
*
```

ΔE to the lowest compared entry with this formula, charge and spin: 120.9 kJ/mol
SMILES string: NCC(N)=O

Formula: C5H7NO
Source: OMol25
Level of theory: ωB97M-V/def2-TZVPD

```
! RIJCOSX wB97M-V def2-TZVPD def2/J DEFGRID3
* xyz 0 1
C 1.314 0.501 0.916
C 0.678 0.193 -0.411
C -0.555 -1.243 -0.360
C -1.407 -0.204 0.023
C -1.207 1.096 -0.460
N -0.496 -2.422 -0.744
O 1.188 0.203 -1.502
H 0.463 -2.769 -0.825
H -1.769 -0.312 1.045
H 2.051 -0.275 1.133
H 1.836 1.456 0.839
H 0.583 0.543 1.718
H -1.571 1.917 0.143
H -1.110 1.314 -1.514
*
```

ΔE to the lowest compared entry with this formula, charge and spin: 443.5 kJ/mol
SMILES string: [H]/N=C(/C=C)C(C)=O

Formula: C51H67CdClN2O6
Source: OMol25
Level of theory: ωB97M-V/def2-TZVPD

```
! RIJCOSX wB97M-V def2-TZVPD def2/J DEFGRID3
* xyz -2 1
Cd 1.914 -0.933 -0.595
C 3.229 0.390 -3.987
O 1.938 0.098 -3.483
C 0.947 1.035 -3.502
C -0.312 0.532 -3.887
C -0.511 -0.944 -4.145
C -0.883 -1.801 -2.942
C -1.485 -3.040 -3.161
C -1.915 -3.861 -2.088
C -1.693 -3.473 -0.798
C -0.967 -2.226 -0.417
C -1.997 -1.270 1.698
C -0.784 -0.802 2.494
C -0.550 -1.471 3.688
C 0.539 -1.210 4.513
C 1.469 -0.297 4.044
C 1.289 0.406 2.858
C 2.441 1.280 2.387
C 2.176 2.369 1.379
C 1.652 3.578 1.786
C 1.323 4.602 0.894
C 1.567 4.347 -0.450
C 2.100 3.145 -0.905
C 2.307 2.942 -2.393
C 1.092 2.356 -3.097
C -0.023 3.199 -3.218
C -1.258 2.759 -3.648
C -1.376 1.403 -3.974
C -2.482 3.669 -3.739
C -2.177 5.102 -3.301
C -3.595 3.125 -2.833
C -2.986 3.706 -5.188
C 2.443 2.120 0.004
O 2.999 1.013 -0.396
C 0.727 5.907 1.414
C 1.706 6.576 2.388
C 0.427 6.899 0.288
C -0.588 5.618 2.151
C 0.110 0.221 2.129
O -0.006 1.028 1.051
C -1.241 1.587 0.659
C 0.681 -1.954 5.841
C 0.822 -3.457 5.578
C 1.904 -1.490 6.633
C -0.564 -1.713 6.705
C -0.632 -1.356 -1.642
O -0.086 -0.235 -1.389
C -2.695 -5.159 -2.344
C -4.132 -5.005 -1.825
C -2.023 -6.328 -1.612
C -2.770 -5.522 -3.829
H 3.201 1.255 -4.657
H 3.925 0.563 -3.165
H 3.560 -0.491 -4.538
H -1.320 -1.044 -4.879
H 0.396 -1.347 -4.607
H -1.652 -3.348 -4.185
H -2.119 -4.046 0.015
H -2.834 -0.585 1.886
H -2.291 -2.239 2.133
H -1.252 -2.253 3.961
H 2.380 -0.105 4.598
H 2.897 1.723 3.280
H 3.181 0.600 1.954
H 1.459 3.706 2.849
H 1.334 5.100 -1.195
H 2.500 3.924 -2.840
H 3.194 2.334 -2.531
H 0.109 4.224 -2.898
H -2.339 0.993 -4.260
H -1.825 5.136 -2.270
H -1.416 5.560 -3.935
H -3.085 5.707 -3.369
H -3.261 3.101 -1.795
H -4.486 3.755 -2.899
H -3.873 2.109 -3.111
H -2.202 4.070 -5.854
H -3.278 2.713 -5.528
H -3.854 4.367 -5.278
H 2.659 6.770 1.893
H 1.302 7.525 2.755
H 1.904 5.934 3.247
H 1.336 7.178 -0.247
H -0.277 6.481 -0.432
H -0.015 7.807 0.706
H -0.434 4.910 2.965
H -1.011 6.537 2.569
H -1.317 5.179 1.468
H -1.762 1.997 1.536
H -0.978 2.402 -0.017
H -1.863 0.866 0.133
H 1.723 -3.651 4.999
H 0.884 -4.011 6.520
H -0.022 -3.840 5.005
H 2.828 -1.697 6.094
H 1.861 -0.419 6.838
H 1.944 -2.020 7.588
H -1.466 -2.070 6.210
H -0.472 -2.235 7.662
H -0.692 -0.647 6.903
H -4.137 -4.774 -0.761
H -4.635 -4.188 -2.345
H -4.703 -5.926 -1.984
H -2.058 -6.188 -0.532
H -2.525 -7.271 -1.851
H -0.974 -6.405 -1.902
H -3.301 -4.762 -4.401
H -1.774 -5.637 -4.258
H -3.305 -6.469 -3.946
C 2.796 -4.420 2.119
C 2.070 -3.235 1.537
N 2.715 -2.095 1.354
O 4.081 -2.158 1.763
C 0.719 -3.324 1.074
C -0.137 -4.474 1.542
N 0.267 -2.334 0.306
O -1.940 -1.347 0.303
H 3.794 -4.461 1.681
H 2.282 -5.352 1.897
H 2.933 -4.346 3.200
H 4.499 -1.523 1.168
H 0.335 -5.021 2.356
H -0.359 -5.174 0.730
H -1.096 -4.104 1.913
Cl 4.813 -2.413 -1.890
C 2.954 -2.504 -1.845
H 2.768 -3.485 -1.404
H 2.665 -2.553 -2.897
*
```

energy: -3172.38622 Ha

Copy entry 3 word for word.
Formula: C10H13F6HgNO4S2
Source: OMol25
Level of theory: ωB97M-V/def2-TZVPD

```
! RIJCOSX wB97M-V def2-TZVPD def2/J DEFGRID3
* xyz 0 1
C -1.869 -0.519 -2.916
C 1.565 -0.653 -3.278
C -0.574 0.409 -2.895
H -2.305 -0.479 -1.905
C 1.859 0.780 -3.355
H 2.504 -1.209 -3.449
H -0.414 0.324 -3.997
H 2.893 0.977 -3.662
C -0.397 1.860 -2.780
H -0.317 2.217 -1.749
H -1.201 2.414 -3.282
C -0.962 -1.816 -3.028
H -1.516 -2.616 -3.533
H -0.743 -2.154 -2.006
C 0.423 -1.594 -3.777
H 0.196 -1.348 -4.825
H 0.889 -2.588 -3.812
C 0.971 2.010 -3.573
H 0.738 2.142 -4.642
H 1.495 2.918 -3.249
Hg 1.761 0.171 -1.474
H -2.716 -0.523 -3.588
F 2.826 -2.549 2.371
C 1.799 -1.746 2.734
F 0.927 -2.457 3.475
F 2.285 -0.729 3.474
S 0.977 -1.067 1.214
O 2.064 -0.193 0.620
O 0.513 -2.123 0.344
N -0.123 -0.205 1.939
S -0.974 0.839 1.027
O -0.109 1.769 0.319
O -2.073 0.209 0.339
C -1.653 1.771 2.479
F -2.378 0.953 3.268
F -0.640 2.298 3.200
F -2.445 2.776 2.039
*
```

ΔE to the lowest compared entry with this formula, charge and spin: 287.0 kJ/mol